C4H4O in the gas phase at a distorted geometry, computed with ωB97M-V/def2-TZVPD.

## Properties
molecular weight = 68.08 g/mol
E_tot = -229.9511 Eh
SMILES = C#CCC=O
spin multiplicity = 1
ΔE to the lowest compared entry with this formula, charge and spin = 201.7 kJ/mol
HOMO level = -9.92 eV
total charge = 0
orbital gap = 10.74 eV

Each atom is followed by the atoms it is bonded to, with distances in Å.
Positions of all 9 atoms, in Å:
1 C -0.795 0.967 1.846  C2 1.243, H6 1.061
2 C -0.476 0.221 0.905  C1 1.243, C3 1.467
3 C -0.056 -0.687 -0.169  C2 1.467, C4 1.533, H7 1.003, H8 1.080
4 C 0.857 0.009 -1.184  C3 1.533, O5 1.207, H9 1.104
5 O 1.195 1.167 -1.168  C4 1.207
6 H -1.323 1.696 2.409  C1 1.061
7 H 0.359 -1.558 0.102  C3 1.003
8 H -0.842 -1.026 -0.827  C3 1.080
9 H 1.081 -0.788 -1.915  C4 1.104